Record 1
{
  "formula": "C4H3NO2S",
  "method": "ωB97M-V/def2-TZVPD",
  "homo_energy_ev": -10.02,
  "lumo_energy_ev": -2.6,
  "energy_ev": -20614.0853,
  "relative_energy_kcal_mol": 68.5,
  "orbital_gap_ev": 7.45,
  "smiles": "N#CC(=S)C(=O)CO",
  "elements": ["C", "C", "C", "C", "H", "H", "H", "N", "O", "O", "S"],
  "coordinates": [[0.374, -0.714, -1.165], [0.084, 0.567, -0.434], [-0.283, 0.414, 1.021], [-0.086, 1.521, 1.895], [0.003, -2.366, -0.220], [-0.597, -0.853, -1.669], [1.020, -0.338, -2.001], [0.062, 2.517, 2.496], [0.823, -1.737, -0.504], [0.020, 1.677, -0.960], [-1.421, -0.687, 1.541]],
  "mulliken_charge": [-0.554, 0.607, 0.343, 0.105, 0.389, 0.270, 0.350, -0.340, -0.503, -0.517, -0.150]
}

***

Record 2
{
  "formula": "C4H10NO2",
  "method": "ωB97M-V/def2-TZVPD",
  "homo_energy_ev": -13.90,
  "lumo_energy_ev": -4.5,
  "energy_ev": -9884.2172,
  "relative_energy_kcal_mol": 123.9,
  "orbital_gap_ev": 9.45,
  "total_charge": 1,
  "elements": ["C", "C", "C", "C", "N", "O", "O", "H", "H", "H", "H", "H", "H", "H", "H", "H", "H"],
  "coordinates": [[-0.571, 0.438, 2.134], [0.171, -0.335, 1.129], [-0.628, 1.388, -1.602], [0.827, -2.275, -0.052], [0.462, 1.450, -0.679], [-1.133, -0.386, 1.117], [1.050, -1.087, 0.672], [-0.712, -0.145, 3.157], [-0.627, 1.545, 2.055], [-1.164, 0.472, -1.619], [-1.385, 2.126, -1.270], [-0.460, 1.614, -2.595], [0.855, -3.369, 0.416], [1.523, -2.285, -0.848], [-0.089, -2.337, -0.591], [0.721, 2.408, -0.514], [1.162, 0.778, -0.910]],
  "mulliken_charge": [-0.317, 0.914, -0.908, -0.744, -0.418, -0.250, -0.305, 0.273, 0.277, 0.286, 0.319, 0.403, 0.315, 0.354, 0.363, 0.235, 0.202]
}

***

Record 3
{
  "formula": "C6H6Cl2",
  "method": "ωB97M-V/def2-TZVPD",
  "homo_energy_ev": -8.13,
  "lumo_energy_ev": 0.0,
  "energy_ev": -31362.5291,
  "relative_energy_kcal_mol": 25.3,
  "orbital_gap_ev": 8.12,
  "smiles": "Cl/C=C/C=C/C=C/Cl",
  "elements": ["Cl", "Cl", "C", "C", "C", "C", "C", "C", "H", "H", "H", "H", "H", "H"],
  "coordinates": [[-2.171, -3.865, 1.407], [2.139, 3.915, -1.074], [-0.882, -2.827, 0.828], [0.866, 2.830, -0.685], [-1.046, -1.496, 0.535], [1.029, 1.485, -0.708], [0.085, -0.694, 0.047], [-0.067, 0.660, -0.213], [0.129, -3.240, 0.704], [-0.089, 3.267, -0.434], [-2.027, -1.040, 0.626], [2.022, 1.040, -0.913], [1.061, -1.173, -0.080], [-1.051, 1.137, -0.038]],
  "mulliken_charge": [-0.179, -0.176, -0.315, -0.286, -0.190, -0.248, -0.159, -0.110, 0.324, 0.331, 0.279, 0.276, 0.245, 0.207]
}

***

Record 4
{
  "formula": "C17H50AsF6N12O9Tl",
  "method": "ωB97M-V/def2-TZVPD",
  "homo_energy_ev": -12.10,
  "lumo_energy_ev": -11.2,
  "energy_ev": -136561.4059,
  "relative_energy_kcal_mol": 98.7,
  "orbital_gap_ev": 0.92,
  "total_charge": 2,
  "elements": ["Tl", "As", "F", "F", "F", "F", "F", "F", "C", "O", "C", "C", "N", "C", "C", "O", "C", "H", "H", "H", "H", "H", "H", "H", "H", "H", "H", "H", "H", "H", "H", "H", "C", "O", "C", "C", "N", "C", "C", "O", "C", "H", "H", "H", "H", "H", "H", "H", "H", "H", "H", "H", "H", "H", "H", "H", "C", "O", "N", "N", "H", "H", "H", "H", "C", "O", "N", "N", "H", "H", "H", "H", "C", "O", "N", "N", "H", "H", "H", "H", "C", "O", "N", "N", "H", "H", "H", "H", "C", "O", "N", "N", "H", "H", "H", "H"],
  "coordinates": [[8.160, -3.215, -4.266], [1.679, -0.195, -0.695], [3.252, -0.783, -1.393], [1.825, 1.211, -1.916], [0.073, 0.396, -0.216], [1.556, -1.583, 0.538], [2.347, 0.847, 0.539], [0.936, -1.169, -2.010], [2.973, 4.920, 5.149], [2.083, 5.077, 6.270], [1.081, 3.982, 6.263], [0.553, 3.977, 7.674], [1.040, 2.973, 8.514], [0.772, 1.570, 8.180], [-0.720, 1.214, 7.794], [-1.121, -0.128, 7.671], [-0.306, -0.912, 6.808], [2.387, 4.773, 4.242], [3.500, 3.973, 5.266], [3.701, 5.661, 4.819], [1.533, 2.994, 6.178], [0.245, 4.114, 5.575], [-0.504, 3.787, 7.491], [0.882, 4.916, 8.118], [0.585, 3.122, 9.403], [1.101, 1.043, 9.075], [1.316, 1.284, 7.280], [-0.937, 1.754, 6.872], [-1.387, 1.694, 8.510], [-0.569, -1.960, 6.950], [0.733, -0.608, 6.935], [-0.602, -0.555, 5.822], [-7.558, 1.498, -2.806], [-8.532, 0.652, -2.195], [-7.895, -0.562, -1.712], [-8.662, -1.389, -0.666], [-9.983, -1.574, -1.186], [-10.940, -0.587, -0.689], [-12.363, -0.909, -1.122], [-13.149, 0.137, -0.578], [-14.589, -0.210, -0.419], [-7.993, 2.492, -2.910], [-7.300, 1.101, -3.788], [-6.678, 1.570, -2.167], [-6.990, -0.359, -1.140], [-7.832, -1.051, -2.684], [-8.646, -0.878, 0.296], [-8.072, -2.275, -0.430], [-9.958, -1.439, -2.187], [-10.746, 0.477, -0.549], [-10.936, -0.783, 0.383], [-12.719, -1.822, -0.646], [-12.523, -1.042, -2.192], [-14.629, -1.078, 0.240], [-14.977, -0.436, -1.412], [-15.114, 0.512, 0.206], [2.226, -1.405, -8.865], [3.165, -1.629, -8.063], [1.088, -1.072, -8.443], [2.189, -1.205, -10.100], [0.421, -0.525, -8.968], [0.971, -1.249, -7.456], [1.229, -1.010, -10.347], [2.872, -1.027, -10.823], [2.036, -7.698, -3.944], [3.080, -7.090, -3.733], [2.092, -9.019, -4.096], [0.791, -7.234, -3.891], [1.200, -9.443, -3.884], [2.907, -9.552, -4.366], [0.740, -6.227, -3.834], [-0.044, -7.777, -4.059], [7.216, -3.308, 3.106], [7.279, -3.614, 1.954], [8.226, -3.417, 3.879], [6.269, -2.744, 3.752], [8.075, -3.071, 4.816], [8.924, -4.027, 3.476], [5.360, -2.546, 3.359], [6.401, -2.835, 4.749], [9.516, 2.444, 0.203], [9.449, 1.329, -0.308], [10.617, 2.909, 0.642], [8.480, 3.270, 0.525], [11.311, 2.189, 0.776], [10.383, 3.592, 1.349], [7.587, 2.817, 0.654], [8.605, 4.097, 1.091], [6.504, 3.329, -6.781], [7.189, 2.430, -6.240], [6.869, 3.887, -7.881], [5.466, 3.910, -6.232], [7.479, 3.392, -8.517], [6.402, 4.676, -8.304], [5.047, 4.507, -6.931], [5.003, 3.729, -5.353]],
  "mulliken_charge": [1.000, 2.009, -0.504, -0.536, -0.481, -0.529, -0.467, -0.495, -0.749, -0.368, -0.316, -0.665, -0.174, -0.682, -0.320, -0.298, -0.646, 0.318, 0.290, 0.303, 0.251, 0.356, 0.293, 0.506, 0.323, 0.270, 0.450, 0.382, 0.333, 0.242, 0.325, 0.338, -0.689, -0.251, -0.586, -0.629, -0.100, -0.686, -0.485, -0.330, -0.713, 0.244, 0.289, 0.316, 0.419, 0.421, 0.344, 0.365, 0.332, 0.444, 0.339, 0.348, 0.367, 0.328, 0.288, 0.280, 0.663, -0.633, -0.400, -0.283, 0.187, 0.229, 0.183, 0.207, 0.667, -0.594, -0.365, -0.388, 0.175, 0.214, 0.238, 0.193, 0.683, -0.606, -0.384, -0.377, 0.156, 0.230, 0.237, 0.153, 0.617, -0.615, -0.392, -0.440, 0.259, 0.190, 0.235, 0.208, 0.691, -0.621, -0.372, -0.333, 0.225, 0.178, 0.152, 0.219]
}